Molecular formula: C21H35NOP2SeSn
Method: DFT, the ωB97M-V functional and the def2-TZVPD basis

XYZ file:
```
62
Properties=species:S:1:pos:R:3:forces:R:3
Sn -0.0798 0.4488 -0.1233 -0.89 0.67 -2.01
P 2.3114 -0.2158 -1.0919 0.53 -1.00 -0.69
P -2.4992 0.8699 1.0238 -0.43 -0.81 0.11
N -0.8729 -0.5648 -1.7300 1.21 0.88 2.27
H -1.0435 -3.4210 2.9049 0.02 0.35 -0.54
C 2.7895 -1.9849 -1.0422 0.35 -0.12 -0.19
H 3.7721 -2.1178 -1.5260 -0.29 -0.10 0.17
H 2.0382 -2.5823 -1.5806 0.18 0.27 0.19
H 2.8473 -2.3425 -0.0036 -0.01 0.12 -0.34
C 3.7786 0.6348 -0.4092 0.25 0.01 -0.11
H 4.6831 0.2944 -0.9422 -0.22 0.22 0.26
H 3.8753 0.4187 0.6665 -0.04 0.09 -0.39
H 3.6585 1.7207 -0.5435 0.08 -0.33 0.09
C 2.3715 0.1656 -2.8842 0.27 0.01 0.02
H 3.3827 -0.0350 -3.2695 -0.24 0.10 0.00
H 2.1208 1.2218 -3.0503 0.04 -0.26 0.03
H 1.6403 -0.4498 -3.4249 0.09 0.17 0.27
C -3.6690 -0.3284 1.7500 -0.64 0.21 0.12
H -4.6104 0.2098 1.9373 0.03 -0.33 0.07
H -3.3045 -0.7741 2.6855 -0.08 0.20 -0.40
H -3.8472 -1.1344 1.0249 0.06 0.21 0.20
C -2.2749 2.1191 2.3323 -0.25 0.15 0.22
H -3.1842 2.1528 2.9512 0.27 0.21 -0.06
H -2.1030 3.1017 1.8723 -0.02 -0.25 0.20
H -1.4064 1.8631 2.9557 -0.21 0.10 -0.20
C -3.5221 1.7037 -0.2263 -0.47 0.12 0.00
H -4.5281 1.8386 0.2024 0.20 0.18 -0.28
H -3.5929 1.0809 -1.1316 0.12 0.21 0.29
H -3.0969 2.6835 -0.4919 -0.12 -0.37 0.03
C -1.3371 -0.1529 -2.9008 -0.33 -0.03 -0.61
C -2.2702 -0.7693 -5.0964 0.09 0.50 0.24
C -1.8161 -1.1356 -3.8392 -0.01 0.48 -0.16
C -1.3891 1.2314 -3.3269 0.01 -0.64 0.11
C -1.8491 1.5737 -4.5873 -0.18 -0.57 -0.22
C -2.2939 0.5855 -5.4856 0.02 0.12 -0.05
H -2.6157 -1.5401 -5.7867 0.05 0.19 0.11
H -1.8006 -2.1766 -3.5107 0.00 0.27 -0.14
H -1.0433 1.9973 -2.6193 -0.09 -0.25 -0.26
H -1.8648 2.6239 -4.8766 -0.03 -0.17 -0.02
H -2.6543 0.8716 -6.4763 0.12 -0.11 0.31
C 1.9987 -0.0716 3.1721 -1.51 1.17 -1.44
O 1.1969 0.3745 2.3196 2.00 -1.09 2.39
C 2.8142 -1.2954 2.9289 0.19 -0.54 -0.23
H 2.8622 -1.9031 3.8415 0.04 0.13 -0.16
H 3.8504 -1.0129 2.6712 -0.35 -0.03 0.10
H 2.3806 -1.8924 2.1174 0.17 0.23 0.23
C 2.1893 0.6170 4.4885 0.15 0.50 0.11
H 1.7162 0.0352 5.2871 0.05 -0.01 -0.11
H 1.7392 1.6131 4.4595 0.03 -0.20 0.00
H 3.2585 0.7106 4.7302 -0.25 -0.11 -0.05
Se -0.6732 -2.0422 2.4744 -0.08 -0.87 0.89
C -0.5770 -1.5837 4.3615 0.06 0.23 0.44
C -1.3362 -0.5147 4.8601 0.17 -0.17 -0.14
C -1.2824 -0.1950 6.2215 0.05 -0.14 -0.17
C -0.4803 -0.9407 7.0885 0.08 0.01 0.06
C 0.2826 -2.0072 6.5971 -0.31 0.09 -0.34
C 0.2314 -2.3331 5.2368 -0.24 0.15 -0.17
H -1.9823 0.0490 4.1743 0.36 -0.24 0.46
H -1.8916 0.6283 6.5988 0.21 -0.24 -0.07
H -0.4568 -0.6980 8.1586 0.01 -0.10 -0.52
H 0.9001 -2.5993 7.2690 -0.12 0.12 -0.11
H 0.7877 -3.1894 4.8360 -0.14 0.40 0.25
```
Forces are in eV/Å.

Computed properties:
orbital gap (spin up / spin down) = 5.16 / 5.16 eV
energy relative to the best compared isomer or geometry (same formula, charge and spin) = 0.000 eV
molar mass = 577.14 g mol⁻¹
spin multiplicity = 1

Atom charges from the natural (NBO) analysis, given in e for atoms 1 to 4:
1 Sn 1.0129
2 P 0.8688
3 P 0.8631
4 N -1.1953

=====

Molecular formula: C2H4NP
Method: DFT, the ωB97M-V functional and the def2-TZVPD basis

XYZ file:
```
8
Properties=species:S:1:pos:R:3:forces:R:3
C -0.5491 -1.1184 -0.3000 2.90 2.37 0.58
C 0.8098 -0.9397 0.3013 -3.33 1.13 5.08
N 0.1757 -2.1281 -0.2255 0.52 -2.13 -0.17
P -1.8846 -0.0464 -0.7713 -1.08 0.17 0.32
H 1.6469 -0.3429 0.1161 1.11 0.16 -1.52
H 0.7469 -0.5776 1.8801 0.02 -1.41 -3.78
H -1.1077 1.1479 -0.6933 -0.04 -0.35 0.00
H -2.2288 0.0387 0.6265 -0.10 0.07 -0.51
```
Forces are in eV/Å.

Computed properties:
orbital gap = 9.81 eV
energy relative to the best compared isomer or geometry (same formula, charge and spin) = 4.170 eV
molar mass = 73.03 g mol⁻¹
spin multiplicity = 1

Atom charges from the natural (NBO) analysis, given in e for atoms 1 to 4:
1 C -0.0438
2 C -0.2157
3 N -0.3136
4 P 0.3328

=====

Molecular formula: C3H5N3O
Method: DFT, the ωB97M-V functional and the def2-TZVPD basis

XYZ file:
```
12
Properties=species:S:1:pos:R:3:forces:R:3
C -1.6433 -0.3960 0.2980 -1.53 -1.14 -2.75
C 0.1719 1.2802 -0.1725 -6.66 1.49 -1.90
C 1.8140 0.0303 0.0756 8.60 1.00 1.28
H -2.5866 0.1838 -0.3222 3.01 -1.04 2.18
H -1.9202 -1.4845 -0.0501 0.83 1.91 1.06
H -1.6524 -0.3265 1.4401 0.11 0.22 -1.77
H -0.2457 2.3822 -0.2974 -0.97 -2.97 -0.02
H 1.1586 -1.7190 -0.7166 -0.95 2.75 1.96
N -0.3106 -0.0615 -0.4345 -1.45 0.61 0.92
N 1.3092 1.3856 0.1642 7.92 -1.41 1.59
N 0.9140 -0.8375 -0.0800 -7.05 -4.06 -2.70
O 2.9912 -0.4369 0.0953 -1.85 2.66 0.14
```
Forces are in eV/Å.

Computed properties:
orbital gap = 10.04 eV
energy relative to the best compared isomer or geometry (same formula, charge and spin) = 4.283 eV
structure (SMILES) = Cn1cnc(=O)[nH]1
molar mass = 99.09 g mol⁻¹
spin multiplicity = 1

Atom charges from the natural (NBO) analysis, given in e for atoms 1 to 4:
1 C -0.4565
2 C 0.2517
3 C 0.6904
4 H 0.2361

=====

Molecular formula: C14H32F3N2O4S
Method: DFT, the ωB97M-V functional and the def2-TZVPD basis

XYZ file:
```
56
Properties=species:S:1:pos:R:3:forces:R:3
O -5.0924 2.8018 -3.1803 -1.80 -3.79 -3.15
S -5.7723 1.5626 -3.8835 -1.56 0.75 6.70
O -7.1141 1.9129 -4.5690 4.38 -1.53 1.07
O -5.9019 0.3600 -2.6560 0.48 3.95 -5.44
C -4.4633 0.8827 -5.0989 -0.10 -0.10 -1.42
O -3.2522 0.6518 -4.2549 2.48 -1.50 -3.66
C -2.1192 0.1848 -5.0733 -0.96 0.43 2.53
F -1.0278 -0.1730 -4.0914 -3.45 1.27 -3.83
F -2.4612 -1.0605 -5.8081 1.60 4.26 1.78
F -1.6507 1.3014 -5.9315 -1.09 -4.20 2.19
H -4.2254 1.6837 -5.9487 -0.60 -1.63 2.02
H -4.8348 -0.1281 -5.5821 0.70 2.09 1.20
C -2.0809 -1.3227 -1.2989 0.09 0.03 0.06
C -1.6984 -2.1712 -0.0891 0.02 -0.05 -0.38
N -0.7585 -3.2579 -0.3904 0.09 -0.41 0.17
C -0.5999 -4.2067 0.7174 -0.34 0.08 -0.30
C 0.0229 -3.6858 2.0081 0.23 -0.14 0.41
C 0.4861 -2.8709 -1.0572 -0.32 0.03 -0.30
C 1.3848 -1.8664 -0.3431 0.37 0.16 0.02
H -2.5121 -1.9381 -2.0954 0.11 0.09 0.11
H -2.8312 -0.5799 -1.0060 0.09 -0.15 -0.10
H -1.2254 -0.7744 -1.7034 -0.12 -0.08 0.03
H -2.6265 -2.6083 0.2967 0.23 -0.18 0.08
H -1.3124 -1.5106 0.6932 0.02 0.16 0.18
H -0.0251 -5.0744 0.3729 0.04 0.17 -0.13
H -1.5924 -4.6101 0.9606 0.02 0.20 -0.13
H 1.1050 -3.5681 1.9160 -0.10 0.10 0.03
H -0.1472 -4.4093 2.8164 0.01 0.10 -0.11
H -0.4087 -2.7348 2.3307 0.03 -0.06 -0.09
H 0.2373 -2.4649 -2.0450 -0.15 0.01 0.19
H 1.0745 -3.7706 -1.2828 -0.23 -0.03 0.21
H 0.8239 -1.0398 0.1004 -0.03 -0.07 -0.03
H 2.0892 -1.4314 -1.0604 -0.06 -0.01 0.05
H 1.9824 -2.3424 0.4359 -0.07 0.11 0.06
C 3.8519 3.1904 0.6155 0.03 0.05 0.05
C 2.8336 2.1961 1.1670 0.22 0.02 0.19
N 3.1798 1.6505 2.4852 0.09 -0.26 0.13
C 2.3312 0.5216 2.8829 0.20 -0.09 -0.30
C 0.8485 0.7986 3.1067 -0.35 -0.16 0.19
C 3.4437 2.6291 3.5417 0.26 0.02 -0.24
C 2.3271 3.6083 3.8896 -0.13 0.25 0.28
H 4.8491 2.7428 0.5502 -0.12 0.04 0.09
H 3.5565 3.4992 -0.3935 0.00 -0.08 0.16
H 3.9132 4.0965 1.2248 0.03 -0.07 -0.05
H 2.7784 1.3692 0.4497 -0.10 -0.09 0.28
H 1.8485 2.6725 1.1747 -0.16 0.08 -0.10
H 2.7441 0.0576 3.7864 0.10 0.22 -0.03
H 2.4166 -0.2534 2.1091 0.07 0.22 -0.03
H 0.6710 1.3047 4.0583 -0.03 0.03 -0.14
H 0.2993 -0.1513 3.1481 0.10 0.14 -0.04
H 0.4047 1.3926 2.3036 0.06 -0.04 0.07
H 4.3316 3.2087 3.2621 -0.11 -0.09 -0.14
H 3.7491 2.1046 4.4572 -0.14 -0.17 -0.25
H 1.8277 4.0100 3.0044 0.04 -0.07 0.05
H 2.7446 4.4586 4.4395 -0.03 -0.06 -0.05
H 1.5776 3.1515 4.5379 -0.04 0.07 -0.15
```
Forces are in eV/Å.

Computed properties:
orbital gap = 7.56 eV
molar mass = 381.48 g mol⁻¹
total charge = -1
spin multiplicity = 1

Atom charges from the natural (NBO) analysis, given in e for atoms 1 to 4:
1 O -0.9603
2 S 2.0901
3 O -0.9368
4 O -0.9635

=====

Molecular formula: C20H30N3O2PPdS3Si
Method: DFT, the ωB97M-V functional and the def2-TZVPD basis

XYZ file:
```
61
Properties=species:S:1:pos:R:3:forces:R:3
Pd -0.2738 0.7734 -0.3684 -0.17 -0.05 0.56
C 4.8595 -3.7377 1.1283 -0.01 -0.07 0.00
Si 3.0739 -3.2948 0.7682 0.29 0.00 -0.16
C 2.5954 -4.1233 -0.8425 0.03 -0.09 0.13
C 2.0036 -3.8246 2.2022 -0.02 0.05 -0.04
C 3.0071 -1.4188 0.5246 -0.54 0.03 0.02
C 4.1227 -0.5987 0.4818 0.11 -0.06 0.04
C 4.0243 0.7726 0.2454 0.08 0.03 0.00
C 2.7782 1.3120 0.0326 -0.09 0.02 -0.03
N 1.6865 0.5473 0.0675 0.33 -0.12 0.07
C 1.7677 -0.7744 0.3157 0.34 0.06 -0.03
S 0.1745 -1.4744 0.2539 -0.02 -0.20 -0.20
H 4.9394 -4.8262 1.1918 0.03 0.01 0.01
H 5.2207 -3.3289 2.0738 -0.02 0.04 0.00
H 5.5317 -3.4117 0.3317 0.00 0.00 -0.01
H 2.8050 -5.1949 -0.7783 -0.06 0.00 0.01
H 3.1889 -3.7384 -1.6748 -0.03 0.05 0.00
H 1.5366 -4.0002 -1.0711 -0.01 0.03 -0.03
H 2.0453 -4.9071 2.3399 0.03 -0.01 -0.02
H 0.9665 -3.5393 2.0293 -0.03 -0.02 0.06
H 2.3423 -3.3517 3.1263 -0.02 0.00 0.01
H 5.1059 -1.0306 0.6299 0.01 -0.01 0.02
H 4.9005 1.4042 0.2214 0.00 -0.01 0.00
H 2.6224 2.3638 -0.1720 0.00 0.00 0.01
C -0.9916 1.4683 3.2437 0.01 0.00 0.04
C -2.4819 1.3765 2.9957 0.03 -0.03 -0.05
C -2.9508 -0.0377 2.7228 -0.02 0.00 0.02
O -2.9191 2.2910 1.9418 -0.03 0.00 0.06
P -2.4703 2.4585 0.4365 0.13 -0.24 -0.49
S -0.5921 3.0661 0.1470 0.01 0.24 -0.16
S -2.5608 0.7532 -0.6580 -0.38 0.30 0.21
O -3.4450 3.6060 -0.0393 -0.03 -0.10 0.05
C -4.8812 3.7104 0.1903 -0.03 0.04 -0.02
C -5.5924 2.3778 0.0616 0.00 -0.02 0.00
C -5.1440 4.4068 1.5100 0.00 0.00 0.03
H -0.7637 0.9375 4.1697 0.00 -0.01 0.00
H -0.6746 2.5052 3.3480 0.01 0.00 0.00
H -0.4258 1.0032 2.4359 -0.01 0.01 0.00
H -3.0165 1.7755 3.8589 0.00 0.00 0.00
H -2.3776 -0.4975 1.9196 0.00 0.00 0.00
H -4.0082 -0.0525 2.4575 0.00 -0.01 0.00
H -2.8163 -0.6315 3.6284 0.01 0.00 0.00
H -5.1990 4.3595 -0.6264 0.01 0.00 0.00
H -5.3061 1.6923 0.8601 0.02 0.01 0.01
H -5.3808 1.9061 -0.8972 0.01 0.01 0.00
H -6.6677 2.5475 0.1327 0.00 0.00 0.00
H -4.8669 3.7707 2.3492 0.00 0.00 -0.01
H -6.2060 4.6447 1.5878 0.00 0.00 -0.01
H -4.5769 5.3351 1.5707 0.00 0.00 0.00
N 3.3851 -3.2378 -4.6387 0.00 0.00 0.01
C 2.6760 -2.3424 -4.5139 0.00 0.01 -0.04
C 1.7993 -1.2147 -4.3584 0.01 -0.05 0.06
C 1.6037 -0.3064 -5.3935 0.02 0.00 -0.02
C 0.7614 0.7656 -5.1716 -0.03 0.03 0.01
C 0.1552 0.8886 -3.9288 -0.03 -0.02 0.04
N 0.3353 0.0194 -2.9366 0.09 0.05 -0.20
C 1.1397 -1.0144 -3.1480 -0.05 0.08 0.07
H 2.1052 -0.4440 -6.3419 0.00 0.00 0.00
H 0.5759 1.5006 -5.9420 0.01 -0.01 -0.01
H -0.5067 1.7203 -3.7120 0.00 0.00 0.00
H 1.2605 -1.7053 -2.3188 0.02 -0.01 -0.04
```
Forces are in eV/Å.

Computed properties:
orbital gap = 7.94 eV
energy relative to the best compared isomer or geometry (same formula, charge and spin) = 0.409 eV
molar mass = 606.16 g mol⁻¹
spin multiplicity = 1

Atom charges from the natural (NBO) analysis, given in e for atoms 1 to 4:
1 Pd 0.5693
2 C -1.1176
3 Si 1.6343
4 C -1.1190

=====

Molecular formula: C3H6NO5S2
Method: DFT, the ωB97M-V functional and the def2-TZVPD basis

XYZ file:
```
17
Properties=species:S:1:pos:R:3:forces:R:3
C 0.6634 -0.5843 1.4847 1.29 -3.40 0.80
C 0.0354 0.3854 0.9002 -0.29 2.26 0.50
C -0.0879 0.4185 -0.5975 0.84 1.38 1.25
N 0.9399 2.7130 -1.8888 -0.59 -0.86 -0.42
O 1.2173 3.2184 1.1341 2.22 -0.48 -0.99
O 3.7024 3.1698 1.1137 0.73 -0.78 1.02
O 1.6911 0.3950 -2.5592 1.06 -0.85 -1.06
O 2.3727 1.3506 -0.3649 0.11 -1.25 -0.70
O -0.2124 3.1299 -1.1624 -0.66 0.57 1.96
S 2.5127 3.1460 0.3181 -2.60 2.11 0.30
S 1.2993 1.2374 -1.4877 0.04 0.65 2.21
H 0.6978 -0.5654 2.6052 0.43 -0.43 -1.23
H 1.1150 -1.4743 0.8542 -0.88 1.74 1.62
H -0.2041 1.2149 1.6549 -0.18 -0.80 -1.97
H -0.7694 1.1549 -0.8920 -1.96 0.71 -0.40
H -0.3531 -0.5534 -0.9294 0.29 -0.73 -0.88
H 0.0281 3.2021 -0.1572 0.13 0.16 -2.01
```
Forces are in eV/Å.

Computed properties:
orbital gap = 8.08 eV
energy relative to the best compared isomer or geometry (same formula, charge and spin) = 5.219 eV
molar mass = 200.22 g mol⁻¹
total charge = -1
spin multiplicity = 1

Atom charges from the natural (NBO) analysis, given in e for atoms 1 to 4:
1 C -0.3883
2 C -0.1995
3 C -0.7188
4 N -0.7015